Entry 1:
Entry from OMol25: a 6-piece molecular cluster, C38H42IN6O12S overall in a non-equilibrium geometry (the ωB97M-V functional and the def2-TZVPD basis).

```
100
Properties=species:S:1:pos:R:3
O -2.778 0.414 -1.061
S -3.075 0.683 -2.434
O -2.305 1.662 -3.116
C -3.023 -0.821 -3.405
C -2.346 -2.102 -2.830
C -3.264 -3.350 -2.712
C -3.353 -3.728 -1.217
C -2.845 -2.458 -0.558
N -1.741 -2.027 -1.456
C -0.524 -2.953 -1.416
C -0.112 -3.400 -0.013
C 1.409 -3.337 0.172
I 1.971 -1.766 1.511
H -4.366 1.065 -2.495
H -2.505 -0.505 -4.307
H -4.045 -1.055 -3.703
H -1.582 -2.349 -3.560
H -2.773 -4.178 -3.219
H -4.228 -3.242 -3.194
H -2.714 -4.566 -0.965
H -4.381 -3.878 -0.909
H -2.564 -2.465 0.488
H -3.640 -1.721 -0.620
H -1.363 -1.111 -1.211
H -0.717 -3.806 -2.056
H 0.282 -2.368 -1.852
H -0.413 -4.435 0.131
H -0.580 -2.793 0.754
H 1.941 -3.151 -0.753
H 1.775 -4.245 0.633
C -6.716 1.243 0.617
C -6.401 0.206 -0.251
C -7.375 -0.688 -0.660
C -8.661 -0.526 -0.187
C -9.002 0.493 0.679
C -8.016 1.383 1.082
N -9.699 -1.477 -0.632
O -9.348 -2.373 -1.377
O -10.827 -1.304 -0.229
H -5.951 1.941 0.931
H -5.388 0.091 -0.615
H -7.148 -1.501 -1.334
H -10.017 0.590 1.032
H -8.266 2.186 1.760
C 7.404 1.110 4.250
C 6.805 1.478 5.448
C 5.427 1.568 5.541
C 4.670 1.287 4.419
C 5.243 0.923 3.214
C 6.622 0.834 3.136
N 3.206 1.376 4.514
O 2.722 1.713 5.571
O 2.551 1.111 3.516
H 8.479 1.036 4.183
H 7.415 1.694 6.315
H 4.948 1.856 6.465
H 4.623 0.717 2.354
H 7.090 0.551 2.204
C 8.569 -5.083 6.925
C 9.136 -5.412 5.702
C 9.563 -4.413 4.842
C 9.413 -3.097 5.234
C 8.848 -2.745 6.445
C 8.422 -3.752 7.294
N 9.881 -2.031 4.331
O 10.348 -2.357 3.261
O 9.769 -0.880 4.714
H 8.242 -5.866 7.596
H 9.251 -6.448 5.417
H 10.009 -4.652 3.889
H 8.746 -1.706 6.718
H 7.981 -3.497 8.247
C -0.210 2.295 0.576
C -0.638 3.259 -0.328
C -0.731 4.583 0.066
C -0.388 4.913 1.363
C 0.042 3.971 2.277
C 0.130 2.648 1.875
N -0.477 6.326 1.782
O -0.879 7.127 0.964
O -0.142 6.595 2.917
H -0.130 1.260 0.268
H -0.899 2.984 -1.341
H -1.062 5.348 -0.620
H 0.304 4.265 3.282
H 0.471 1.899 2.576
C -2.181 2.841 -6.215
C -1.096 2.825 -7.083
C -1.276 3.091 -8.430
C -2.549 3.371 -8.884
C -3.645 3.393 -8.044
C -3.452 3.124 -6.699
N -2.747 3.663 -10.319
O -1.770 3.614 -11.037
O -3.872 3.930 -10.684
H -2.040 2.630 -5.163
H -0.104 2.610 -6.709
H -0.443 3.083 -9.117
H -4.626 3.618 -8.435
H -4.299 3.143 -6.026
```

Properties
* highest occupied orbital energy: -0.4253 Eh
* net charge: +1

Atom charges from the Mulliken analysis, given in e for atoms 1 to 99: -0.60 0.83 -0.52 -1.33 0.11 -0.87 -0.78 -0.14 0.40 -0.85 -0.55 -1.18 0.09 0.16 0.49 0.55 0.52 0.35 0.44 0.29 0.52 0.56 -0.06 -0.02 0.36 0.60 0.32 0.37 0.50 0.45 -0.88 0.13 -0.60 -0.06 -0.51 -0.42 1.03 -0.61 -0.58 0.47 0.62 0.53 0.49 0.40 -0.50 -0.49 -0.41 0.11 -0.17 -0.59 0.98 -0.60 -0.55 0.47 0.42 0.46 0.49 0.40 -0.46 -0.40 -0.43 0.18 -0.32 -0.43 1.03 -0.60 -0.62 0.38 0.37 0.45 0.46 0.38 -0.45 -0.31 -0.50 0.13 -0.55 -0.36 1.04 -0.61 -0.60 0.27 0.46 0.48 0.50 0.45 -0.29 -0.63 -0.30 0.00 -0.32 -0.58 1.01 -0.60 -0.60 0.64 0.39 0.47 0.46

Entry 2:
Entry from OMol25: C3H3NO2 in the gas phase in a non-equilibrium geometry (the ωB97M-V functional and the def2-TZVPD basis).

```
9
Properties=species:S:1:pos:R:3
C -0.483 0.733 -0.499
C 0.304 1.121 0.513
C 0.401 -1.198 0.338
N -0.391 -0.660 -0.585
O 0.747 -2.282 0.650
O 0.919 0.112 1.123
H -1.084 1.291 -1.181
H 0.488 2.115 0.877
H -0.901 -1.232 -1.236
```

Properties
* highest occupied orbital energy: -0.3168 Eh
* energy relative to the best compared isomer or geometry (same formula, charge and spin): 98.75 kJ/mol
* SMILES: O=c1[nH]cco1

For each atom in turn, the Mulliken charge in e is: -0.42 -0.07 0.39 0.00 -0.48 -0.39 0.38 0.40 0.20

Values of electronic energy, in order: -3399.7667, -321.3400, all in hartree.
Values of LUMO level, in order: -2.956, 0.696, all in eV.
Values of HOMO-LUMO gap, in order: 0.3167, 0.3423, all in Eh.